## a
ORCA calculation (ωB97M-V/def2-TZVPD) on an isolated molecule of C23H26N2O6.

Positions of all 57 atoms, in Å:
C1 -2.537 3.843 4.597
O1 -1.585 4.564 3.830
C2 -1.296 4.058 2.627
O2 -1.826 3.035 2.224
C3 -0.305 4.854 1.886
C4 0.238 5.996 2.482
C5 1.173 6.765 1.825
C6 1.585 6.401 0.550
C7 1.065 5.281 -0.063
C8 0.116 4.489 0.586
N1 -0.430 3.364 -0.005
C9 -0.153 2.795 -1.216
O3 0.649 3.215 -2.017
C10 -0.973 1.527 -1.436
C11 -0.394 0.391 -0.581
C12 -1.177 -0.899 -0.840
N2 -1.154 -1.225 -2.243
C13 -0.569 -2.316 -2.786
O4 -0.568 -2.535 -3.982
C14 0.080 -3.262 -1.816
C15 -0.586 -4.412 -1.425
C16 0.044 -5.326 -0.585
O5 -0.692 -6.420 -0.246
C17 -0.110 -7.408 0.567
C18 1.342 -5.087 -0.142
C19 2.007 -3.934 -0.545
O6 3.274 -3.606 -0.167
C20 3.995 -4.500 0.645
C21 1.373 -3.020 -1.383
C22 -1.712 -0.198 -3.097
C23 -0.954 1.114 -2.908
H1 -2.662 4.399 5.523
H2 -3.485 3.774 4.060
H3 -2.175 2.833 4.802
H4 -0.091 6.266 3.473
H5 1.581 7.644 2.300
H6 2.318 6.999 0.029
H7 1.385 4.999 -1.052
H8 -1.118 2.900 0.590
H9 -2.006 1.717 -1.121
H10 0.653 0.237 -0.849
H11 -0.447 0.639 0.480
H12 -2.220 -0.756 -0.531
H13 -0.753 -1.723 -0.266
H14 -1.586 -4.620 -1.767
H15 0.153 -7.016 1.556
H16 -0.869 -8.181 0.679
H17 0.780 -7.843 0.099
H18 1.831 -5.795 0.506
H19 3.515 -4.638 1.619
H20 4.122 -5.473 0.159
H21 4.972 -4.042 0.790
H22 1.912 -2.139 -1.692
H23 -2.771 -0.061 -2.845
H24 -1.632 -0.550 -4.127
H25 0.081 0.992 -3.229
H26 -1.405 1.894 -3.521

SMILES: COC(=O)c1ccccc1NC(=O)C1CCN(C(=O)c2cc(OC)cc(OC)c2)CC1
Charge: 0
M in g/mol: 426.47
Kohn-Sham gap in eV: 8.58
Highest occupied orbital energy in Ha: -0.305

=====

## b
ORCA calculation (ωB97M-V/def2-TZVPD) on an isolated molecule of C23H26N2O6.

Positions of all 57 atoms, in Å:
C1 1.670 -7.725 -3.292
C2 1.927 -6.992 -1.989
O1 1.077 -5.849 -1.942
C3 1.100 -5.140 -0.804
O2 1.801 -5.436 0.138
C4 0.202 -3.988 -0.835
C5 0.053 -3.093 0.232
C6 0.696 -3.096 1.565
N1 -0.834 -2.161 -0.128
C7 -1.280 -2.389 -1.417
C8 -2.257 -1.578 -2.083
O3 -2.653 -1.766 -3.218
C9 -2.863 -0.398 -1.282
O4 -2.021 0.755 -1.322
C10 -1.323 1.094 -0.253
O5 -1.282 0.446 0.770
C11 -0.558 2.387 -0.482
C12 -1.497 3.523 -0.903
C13 -1.810 4.250 0.401
O6 -2.691 5.058 0.585
N2 -0.917 3.833 1.321
C14 -0.839 4.361 2.662
C15 0.384 5.226 2.835
C16 1.411 4.861 3.692
C17 2.535 5.660 3.818
C18 2.645 6.825 3.079
C19 1.625 7.192 2.216
C20 0.500 6.397 2.095
C21 0.059 2.893 0.827
C22 -0.639 -3.544 -1.881
C23 -0.818 -4.175 -3.210
H1 2.315 -8.596 -3.355
H2 1.871 -7.070 -4.135
H3 0.633 -8.047 -3.343
H4 2.970 -6.662 -1.917
H5 1.715 -7.629 -1.122
H6 1.738 -3.392 1.473
H7 0.619 -2.115 2.028
H8 0.213 -3.830 2.209
H9 -1.080 -1.358 0.446
H10 -3.786 -0.106 -1.790
H11 -3.073 -0.677 -0.245
H12 0.195 2.177 -1.245
H13 -2.405 3.178 -1.393
H14 -0.997 4.224 -1.574
H15 -1.747 4.953 2.810
H16 -0.827 3.530 3.375
H17 1.329 3.951 4.270
H18 3.327 5.370 4.493
H19 3.522 7.447 3.177
H20 1.706 8.102 1.639
H21 -0.301 6.682 1.428
H22 0.198 2.079 1.545
H23 1.025 3.386 0.658
H24 -1.548 -3.623 -3.793
H25 -1.145 -5.206 -3.091
H26 0.132 -4.199 -3.741

SMILES: CCOC(=O)c1c(C)[nH]c(C(=O)COC(=O)[C@H]2CC(=O)N(Cc3ccccc3)C2)c1C
Charge: 0
M in g/mol: 426.47
Kohn-Sham gap in eV: 8.96
Highest occupied orbital energy in Ha: -0.315

=====

The energy of each structure relative to the most stable one, in hartree, is as follows: a 0.0312; b 0.0000.

=====

## a
ORCA calculation (ωB97M-V/def2-TZVPD) on an isolated molecule of C3H4ClN.

Positions of all 9 atoms, in Å:
N1 -2.866 1.108 -0.957
C1 -1.849 0.636 -0.762
C2 -0.551 0.059 -0.693
C3 -0.195 -0.418 0.873
Cl1 -0.875 -2.098 0.940
H1 -0.410 -0.841 -1.352
H2 0.151 0.810 -1.051
H3 -0.722 0.299 1.449
H4 0.858 -0.414 0.837

SMILES: N#CCCCl
Charge: 0
M in g/mol: 89.52
Kohn-Sham gap in eV: 11.68
Highest occupied orbital energy in Ha: -0.405

=====

## b
ORCA calculation (ωB97M-V/def2-TZVPD) on a cluster of 2 separate species, C3H4ClN in total.

Positions of all 9 atoms, in Å:
C1 -1.624 1.764 -0.073
C2 -1.176 0.634 -0.043
C3 0.298 -1.204 0.428
N1 1.303 -0.849 -0.389
Cl1 2.083 0.730 -0.004
H1 -2.191 2.632 -0.092
H2 -0.371 -2.081 0.191
H3 0.496 -0.736 1.420
H4 1.182 -0.889 -1.438

Charge: 0
M in g/mol: 89.52
Kohn-Sham gap (alpha / beta) in eV: 8.17 / 8.18
Highest occupied orbital energy (alpha / beta) in Ha: -0.327 / -0.327

=====

The energy of each structure relative to the most stable one, in hartree, is as follows: a 0.0000; b 0.2079.